1.
ORCA calculation (ωB97M-V/def2-TZVPD) on C10H13FNO as an isolated structure.

Each line ends with the Mulliken charge.
Element x y z (Å)
C  1.380  1.107  0.497  -0.5326
C  0.519  0.048  0.506  0.7257
C  0.587  -1.071  -0.266  -0.2578
C  0.600  -1.619  -1.477  0.1511
C  1.102  2.450  1.054  -1.2162
C  -0.635  0.124  1.482  -0.3238
C  -1.205  1.548  1.645  -0.9729
C  -0.133  2.558  2.042  0.0536
C  -1.280  -2.676  -2.312  -1.1933
C  0.203  -2.919  -2.056  -0.4351
N  1.100  -0.560  -2.090  0.3129
O  1.559  0.543  -2.042  -0.4329
F  0.359  2.171  3.350  -0.3330
H  2.339  0.964  0.227  0.7156
H  1.935  2.832  1.410  0.6773
H  0.903  3.094  0.244  0.4538
H  -1.451  -0.514  0.988  0.3202
H  -0.241  -0.227  2.537  0.2938
H  -1.767  1.921  0.858  0.4853
H  -2.008  1.385  2.430  0.3498
H  -0.329  3.593  2.179  0.3986
H  -1.415  -1.730  -2.809  0.3651
H  -1.741  -2.622  -1.319  0.3309
H  -1.658  -3.498  -2.758  0.4395
H  0.916  -3.033  -2.948  0.3251
H  0.361  -3.866  -1.371  0.2995

The value obtained for the gap between HOMO and LUMO (spin up / spin down) is 6.86 / 6.93 eV. As for the spin multiplicity: 3. As for the charge: +1. For the LUMO energy (spin up / spin down), the calculation gives -5.9101 / -6.9642 eV. As for the expectation value of S²: 2.06.



2.
ORCA calculation (ωB97M-V/def2-TZVPD) on C18H20N5O3SSc as an isolated structure.

Each line ends with the Mulliken charge.
Element x y z (Å)
Sc  -0.468  0.815  1.587  1.1717
C  -0.968  3.081  4.318  -1.4675
C  0.399  2.604  3.871  1.5285
C  1.529  3.484  4.336  -1.6500
O  0.400  2.580  2.344  -0.4997
C  0.595  1.126  4.251  0.2210
O  1.169  0.787  5.231  -0.4502
O  0.012  0.302  3.348  -0.5269
H  -1.132  4.112  4.004  0.3826
H  -1.015  3.043  5.406  0.4082
H  -1.769  2.454  3.925  0.2816
H  1.360  4.521  4.041  0.4961
H  2.491  3.136  3.959  0.4442
H  1.574  3.445  5.423  0.3842
H  0.916  3.327  2.015  0.3137
C  -3.488  -0.020  -1.750  -0.7377
N  -3.329  1.422  -1.566  0.1503
C  -3.518  2.380  -2.546  -0.0784
C  -3.350  3.588  -1.967  -0.5338
N  -3.064  3.343  -0.641  0.0003
C  -3.051  2.022  -0.402  0.2120
S  -2.911  1.266  1.151  -0.3811
H  -3.841  -0.198  -2.761  0.3126
H  -4.219  -0.400  -1.040  0.3580
H  -2.536  -0.525  -1.602  0.2222
H  -3.760  2.118  -3.561  0.4291
H  -3.420  4.581  -2.374  0.4328
H  -2.966  4.040  0.080  0.2178
N  5.306  -5.545  -5.117  -0.3938
C  4.573  -5.004  -4.419  -0.0810
C  3.649  -4.326  -3.548  0.4249
C  2.279  -4.420  -3.785  -0.7840
C  1.389  -3.761  -2.956  -0.4661
C  1.884  -3.023  -1.894  0.7159
C  3.241  -2.932  -1.634  -0.3398
C  4.129  -3.582  -2.473  -0.7702
N  0.958  -2.334  -1.032  0.1919
C  -0.223  -2.843  -0.532  -0.4685
C  -0.764  -1.870  0.237  -0.9546
N  0.074  -0.758  0.210  0.1770
C  1.102  -1.092  -0.568  -0.4306
H  1.918  -5.002  -4.621  0.4647
H  0.326  -3.809  -3.151  0.4790
H  3.603  -2.392  -0.769  0.4808
H  5.193  -3.529  -2.288  0.4677
H  -0.541  -3.851  -0.733  0.5325
H  -1.673  -1.899  0.816  0.6060
H  1.938  -0.462  -0.824  0.5065

The value obtained for the gap between HOMO and LUMO is 7.66 eV. As for the charge: +2. For the LUMO energy, the calculation gives -6.8668 eV.



3.
ORCA calculation (ωB97M-V/def2-TZVPD) on one molecule with the formula C26H34FN5O2.

Each line ends with the Mulliken charge.
Element x y z (Å)
C  2.260  4.616  -2.740  -1.6275
C  1.880  3.532  -1.779  0.9942
C  2.837  2.627  -1.335  -0.6860
C  2.493  1.612  -0.462  -0.7330
C  1.189  1.490  -0.017  0.0457
C  0.220  2.385  -0.448  0.9214
C  -1.198  2.257  0.048  -1.3300
N  -1.247  2.027  1.467  0.3987
C  -0.761  2.996  2.423  -0.4635
C  -0.975  2.279  3.762  -0.6767
N  -1.908  1.227  3.415  0.0837
C  -2.239  0.188  4.362  -1.0836
C  -1.143  -0.891  4.394  0.7917
O  -0.288  -0.931  5.257  -0.6844
N  -1.239  -1.750  3.366  -0.0480
C  -0.246  -2.760  3.081  -1.1650
C  0.750  -2.312  2.007  -1.0665
C  0.052  -1.990  0.680  0.4605
N  -0.680  -3.150  0.194  0.3488
C  0.081  -4.002  -0.707  -0.7238
C  -0.230  -3.672  -2.186  -1.1092
N  -0.611  -2.290  -2.337  0.1614
C  0.244  -1.312  -2.776  0.5485
C  -0.260  -0.070  -3.192  -0.1907
C  0.572  0.914  -3.683  -0.4917
C  1.928  0.669  -3.770  0.3464
F  2.748  1.625  -4.278  -0.4588
C  2.465  -0.536  -3.361  -1.1502
C  1.629  -1.514  -2.862  -0.1994
C  -1.849  -1.972  -1.656  -0.0550
C  -1.971  -2.835  -0.378  -0.8807
C  -1.929  1.018  2.063  0.4217
O  -2.471  0.083  1.492  -0.7260
C  0.576  3.399  -1.325  -0.9876
H  3.088  5.203  -2.345  0.3781
H  2.587  4.174  -3.680  0.2927
H  1.422  5.279  -2.937  0.3743
H  3.854  2.720  -1.685  0.3990
H  3.243  0.911  -0.126  0.4497
H  0.920  0.705  0.673  0.3752
H  -1.690  1.396  -0.417  0.0610
H  -1.769  3.160  -0.207  0.3803
H  -1.345  3.924  2.359  0.3284
H  0.289  3.232  2.230  0.3298
H  -0.042  1.855  4.154  0.3135
H  -1.406  2.932  4.525  0.3239
H  -3.193  -0.255  4.064  0.3634
H  -2.333  0.641  5.351  0.4559
H  -1.905  -1.539  2.632  0.2190
H  0.281  -2.965  4.015  0.4813
H  -0.760  -3.660  2.736  0.3648
H  1.475  -3.114  1.859  0.3977
H  1.286  -1.427  2.354  0.4194
H  -0.659  -1.179  0.839  -0.5358
H  0.801  -1.637  -0.042  0.3130
H  -0.179  -5.048  -0.505  0.3902
H  1.143  -3.873  -0.495  0.4216
H  0.615  -3.904  -2.832  0.4561
H  -1.079  -4.278  -2.524  0.3366
H  -1.321  0.117  -3.162  0.5870
H  0.175  1.861  -4.011  0.4434
H  3.529  -0.700  -3.428  0.4412
H  2.068  -2.441  -2.530  0.3086
H  -1.840  -0.921  -1.368  -0.2029
H  -2.713  -2.147  -2.314  0.3362
H  -2.471  -3.782  -0.597  0.3892
H  -2.568  -2.295  0.358  0.3271
H  -0.179  4.097  -1.661  0.2959

The value obtained for the gap between HOMO and LUMO is 8.11 eV. Its SMILES is Cc1cccc(CN2CCN(CC(=O)NCCCN3CCN(c4ccc(F)cc4)CC3)C2=O)c1. For the LUMO energy, the calculation gives 0.7223 eV.



4.
ORCA calculation (ωB97M-V/def2-TZVPD) on C39H36AsBMnN5O4P as an isolated structure.

Each line ends with the Mulliken charge.
Element x y z (Å)
Mn  0.322  0.449  -0.209  -0.0955
O  1.625  -3.274  1.226  -0.5018
C  1.229  -2.039  0.953  -0.2971
O  1.274  -1.560  -0.157  -0.4641
C  0.773  -1.245  2.114  0.2245
C  0.828  -1.583  3.451  -0.4162
C  0.402  -0.630  4.373  -0.8421
C  -0.058  0.600  3.936  -1.0741
C  -0.091  0.854  2.571  0.2279
N  0.322  -0.063  1.708  1.2507
C  -0.533  2.157  1.904  0.4994
O  -0.981  3.043  2.612  -0.7817
O  -0.350  2.147  0.638  -0.4849
H  1.889  -3.696  0.393  0.4908
H  1.195  -2.551  3.763  0.7485
H  0.433  -0.857  5.431  0.4857
H  -0.395  1.375  4.613  0.6575
B  -0.960  -1.130  -2.735  0.3085
N  -1.937  -0.897  -1.550  -0.3415
C  -3.255  -1.103  -1.478  -0.0489
C  -3.701  -0.701  -0.231  -1.3152
C  -2.552  -0.242  0.407  -0.1200
N  -1.490  -0.372  -0.392  0.4755
N  -0.400  0.273  -3.104  -0.1442
C  -0.422  0.910  -4.278  -0.0704
C  0.215  2.131  -4.134  -1.5065
C  0.602  2.153  -2.797  -0.1551
N  0.235  1.029  -2.182  0.5909
H  -0.053  -1.845  -2.376  -0.2433
H  -1.576  -1.567  -3.674  -0.1547
H  -3.779  -1.525  -2.320  0.4632
H  -4.705  -0.728  0.154  0.4124
H  -2.451  0.183  1.393  0.4220
H  -0.894  0.451  -5.131  0.4553
H  0.366  2.891  -4.881  0.4728
H  1.124  2.922  -2.255  0.3309
C  3.780  0.430  1.128  -0.5705
C  4.373  -0.790  0.429  -1.4365
As  6.161  -1.351  1.067  0.1612
C  5.829  -1.307  2.989  0.1348
C  4.621  -1.778  3.499  -0.0725
C  4.406  -1.849  4.868  -0.4526
C  5.403  -1.457  5.750  -0.6462
C  6.619  -1.009  5.253  -0.5515
C  6.832  -0.941  3.883  -0.3943
C  7.033  0.377  0.784  0.0744
C  6.985  1.459  1.661  0.0874
C  7.577  2.668  1.320  -0.7361
C  8.221  2.810  0.098  -0.4211
C  8.272  1.739  -0.782  -0.7639
C  7.686  0.530  -0.437  -0.4434
P  2.530  1.369  0.146  1.8297
C  2.441  2.921  1.096  0.6287
C  1.826  4.034  0.522  -0.4324
C  1.681  5.206  1.240  -0.6536
C  2.135  5.285  2.551  -0.7203
C  2.736  4.185  3.136  -0.8079
C  2.889  3.008  2.411  -0.9593
C  3.592  1.818  -1.274  0.6337
C  3.503  1.059  -2.440  0.1340
C  4.360  1.304  -3.505  -0.8962
C  5.306  2.315  -3.416  -0.7168
C  5.405  3.072  -2.256  -0.7429
C  4.557  2.820  -1.187  -0.9220
H  4.576  1.146  1.331  0.4106
H  3.344  0.155  2.092  0.6752
H  4.537  -0.597  -0.633  0.6619
H  3.728  -1.658  0.486  0.2337
H  3.835  -2.100  2.824  0.3898
H  3.459  -2.214  5.248  0.3858
H  5.237  -1.509  6.818  0.3899
H  7.407  -0.713  5.934  0.3955
H  7.789  -0.595  3.511  0.4498
H  6.486  1.364  2.618  0.4720
H  7.532  3.501  2.010  0.4093
H  8.682  3.754  -0.166  0.4312
H  8.771  1.842  -1.738  0.4306
H  7.740  -0.305  -1.128  0.3595
H  1.431  3.975  -0.482  0.1024
H  1.189  6.055  0.783  0.4452
H  2.006  6.199  3.116  0.3746
H  3.084  4.234  4.160  0.4514
H  3.363  2.159  2.889  0.5242
H  2.750  0.284  -2.518  0.3906
H  4.275  0.714  -4.409  0.4807
H  5.966  2.515  -4.251  0.4230
H  6.147  3.857  -2.180  0.4787
H  4.642  3.411  -0.282  0.4313

The value obtained for the gap between HOMO and LUMO (spin up / spin down) is 7.53 / 6.93 eV. As for the spin multiplicity: 2. For the LUMO energy (spin up / spin down), the calculation gives -0.7053 / -0.7213 eV. As for the expectation value of S²: 0.79.



5.
ORCA calculation (ωB97M-V/def2-TZVPD) on C30H46BBiN7O2S as an isolated structure.

Each line ends with the Mulliken charge.
Element x y z (Å)
Bi  0.121  -1.052  1.691  1.4153
N  -3.005  1.181  3.654  -0.1062
C  -3.018  2.453  3.024  0.2041
C  -4.197  3.170  2.890  -0.8814
C  -4.170  4.408  2.266  -0.6762
C  -2.986  4.918  1.750  -0.6867
C  -1.809  4.194  1.865  -0.5831
C  -1.828  2.973  2.523  0.7597
S  -0.377  2.041  2.876  -0.2521
N  -1.049  0.479  2.578  0.0619
C  -2.223  0.158  3.202  -0.1600
C  -2.575  -1.206  3.293  1.1174
C  -3.770  -1.714  3.853  -1.1082
C  -3.966  -3.065  3.912  -0.5270
C  -2.978  -3.943  3.413  -0.9689
C  -1.857  -3.406  2.847  -0.2144
N  -1.649  -2.072  2.763  0.0672
H  -3.862  0.923  4.116  0.2766
H  -5.129  2.769  3.271  0.3956
H  -5.086  4.974  2.172  0.4182
H  -2.979  5.881  1.259  0.4311
H  -0.879  4.584  1.471  0.4578
H  -4.531  -1.046  4.235  0.4190
H  -4.876  -3.463  4.340  0.4992
H  -3.104  -5.014  3.458  0.4731
H  -1.084  -4.039  2.426  0.4893
C  3.062  -0.047  1.390  -1.1102
N  1.964  0.244  0.457  0.5216
C  1.987  1.683  0.144  -1.1418
C  2.113  -0.592  -0.759  -1.3130
C  -0.567  -0.149  -1.282  -0.9661
N  -1.199  -1.044  -0.263  0.8785
C  -2.572  -0.545  -0.011  -1.3224
C  -1.274  -2.450  -0.724  -1.2040
H  4.030  0.209  0.947  0.3989
H  3.087  -1.112  1.633  0.4291
H  2.938  0.535  2.306  0.2867
H  2.907  1.936  -0.393  0.2734
H  1.944  2.260  1.065  0.4832
H  1.144  1.955  -0.485  0.2197
H  2.226  -1.635  -0.431  0.2941
H  3.068  -0.340  -1.240  0.4693
H  -1.263  -0.087  -2.128  0.4824
H  -0.560  0.850  -0.837  0.0662
H  -3.128  -0.567  -0.950  0.4754
H  -2.531  0.480  0.351  0.4236
H  -3.076  -1.183  0.711  0.3807
H  -1.813  -2.494  -1.672  0.3654
H  -1.809  -3.046  0.015  0.4372
H  -0.275  -2.851  -0.889  0.4553
N  2.020  -0.639  8.762  -0.2963
C  1.930  0.130  7.460  -0.5175
C  1.456  -0.763  6.310  -0.9437
N  1.456  -0.084  5.021  -0.2735
H  2.315  -0.031  9.532  0.3756
H  2.698  -1.403  8.703  0.3558
H  1.120  -1.047  9.026  0.3510
H  2.927  0.529  7.273  0.3623
H  1.249  0.961  7.641  0.3655
H  0.446  -1.127  6.515  0.4141
H  2.105  -1.640  6.238  0.5102
H  2.395  0.214  4.779  0.2185
H  0.869  0.746  5.041  0.1390
C  0.708  -0.175  -8.774  -1.5711
C  1.770  0.370  -7.804  1.8452
C  1.724  1.897  -7.832  -1.9587
C  3.167  -0.099  -8.252  -1.5116
C  1.527  -0.180  -6.412  0.4907
C  1.381  -1.608  -6.265  -0.5744
C  1.172  -2.232  -5.065  -2.0855
C  1.111  -1.408  -3.940  1.3335
O  0.929  -1.755  -2.689  -0.4826
B  0.915  -0.488  -1.846  0.7703
O  1.193  0.586  -2.884  -0.6058
C  1.269  0.013  -4.061  0.5711
C  1.477  0.626  -5.292  -1.0490
H  0.841  0.297  -9.747  0.4526
H  -0.302  0.050  -8.428  0.3832
H  0.789  -1.251  -8.927  0.3515
H  1.838  2.239  -8.860  0.4175
H  2.536  2.341  -7.253  0.3691
H  0.773  2.283  -7.461  0.4489
H  3.356  0.256  -9.266  0.4303
H  3.251  -1.186  -8.263  0.3736
H  3.944  0.301  -7.601  0.3877
H  1.449  -2.214  -7.156  0.4228
H  1.071  -3.304  -4.981  0.5082
H  1.587  1.699  -5.346  0.6170

The value obtained for the gap between HOMO and LUMO (spin up / spin down) is 6.30 / 5.32 eV. As for the charge: +3. For the LUMO energy (spin up / spin down), the calculation gives -8.1667 / -8.1564 eV.



What did we get for electronic energy? Answer: -618.14202, -2355.94991, -1535.33266, -5835.61003, -2341.35499 hartree, in the order shown.